Here is one molecule with the formula C3H8N2 from the Open Molecules 2025 dataset. Energies are from ωB97M-V/def2-TZVPD.

Summary:
Gap between HOMO and LUMO (alpha / beta) (eV): 8.94 / 7.78
Total charge: 0
LUMO energy (alpha / beta) (eV): 1.0 / 0.6
Energy (eV): -6216.131
Energy above the lowest of the compared OMol25 structures with the same formula, charge and spin (kcal per mole): 131.80

Each atom is followed by the atoms it is bonded to, with distances in Å.
Cartesian coordinates (Å):
1 C 0.234 -0.749 1.665  C2 1.480, H6 1.131, H7 1.081
2 C 1.468 -0.425 0.916  C1 1.480, N4 1.520, H8 1.164, H9 1.124
3 C -1.261 0.863 -1.198  N5 1.562, H10 1.014, H11 1.074, H12 1.078
4 N 0.904 0.719 0.090  C2 1.520, N5 1.298
5 N 0.154 0.287 -0.878  C3 1.562, N4 1.298, H13 1.066
6 H -0.640 -1.114 1.046  C1 1.131
7 H -0.098 -0.203 2.537  C1 1.081
8 H 2.317 -0.082 1.635  C2 1.164
9 H 1.635 -1.337 0.280  C2 1.124
10 H -1.538 0.397 -2.054  C3 1.014
11 H -1.850 0.685 -0.318  C3 1.074
12 H -1.109 1.925 -1.310  C3 1.078
13 H 0.448 -0.684 -1.206  N5 1.066